# 1
An isolated molecule of C6H10N2 at a distorted geometry. Source: the Open Molecules 2025 dataset; level of theory: ωB97M-V/def2-TZVPD.

Its spin multiplicity is 1. The SMILES is C1N[C@@H]2[C@@H]1[C@@H]1C[C@H]2N1. The value obtained for the energy above the lowest of the compared OMol25 structures with the same formula, charge and spin is 207.1 kcal per mole. The calculation puts the frontier orbital gap at 0.328 Eh.

Each line ends with the Mulliken charge.
Positions of all 18 atoms, in Å:
C -0.565941 -0.837404 -1.858265  -0.641
N -0.367694 -2.093578 -0.821382  -0.479
C -0.224802 -1.006757 0.207848  0.078
C 0.192583 0.076205 -0.856678  -0.036
C -0.046261 1.404209 0.083210  -0.458
C 1.144405 1.127409 1.008722  -0.358
C 0.172989 -0.249186 1.479333  -0.587
N -0.913993 0.715101 1.160733  -0.534
H -0.059289 -0.995941 -2.900019  0.269
H -1.625020 -0.657283 -2.045029  0.279
H 0.666405 -2.646214 -1.009508  0.272
H -1.429009 -0.927191 0.148429  0.231
H 1.205085 -0.049994 -0.955127  0.365
H -0.126919 2.426718 -0.197433  0.473
H 1.867644 0.863513 0.250367  0.222
H 1.461283 1.817723 1.885942  0.298
H 0.049808 -0.605060 2.598665  0.302
H -1.401276 1.637728 1.820194  0.305

Cartesian forces (eV/Å) of the 6 atoms listed first:
2.017 -1.493 -0.963
4.536 -1.655 -1.893
-3.415 1.497 -2.461
-3.871 -0.031 1.786
0.159 -3.439 1.850
0.375 -1.913 0.600

---

# 2
An isolated molecule of C6H10N2 at a distorted geometry. Source: the Open Molecules 2025 dataset; level of theory: ωB97M-V/def2-TZVPD.

Its spin multiplicity is 1. The SMILES is CN1CC[C@H](C#N)C1. The value obtained for the energy above the lowest of the compared OMol25 structures with the same formula, charge and spin is 58.4 kcal per mole. The calculation puts the frontier orbital gap at 0.327 Eh.

Each line ends with the Mulliken charge.
Positions of all 18 atoms, in Å:
C -1.757017 -1.001999 -0.585214  -0.939
N -0.743179 -0.159210 -0.009518  -0.076
C -0.215393 0.964028 -0.791841  -0.775
C 1.145622 1.278051 -0.128375  -0.743
C 1.328065 0.060949 0.788868  0.013
C 1.142618 -1.139851 -0.176140  0.301
N 1.465261 -2.123010 -0.713431  -0.626
C -0.004545 -0.045672 1.482557  -0.579
H -1.368677 -1.561425 -1.446229  0.331
H -2.098367 -1.721910 0.158380  0.278
H -2.581337 -0.381882 -0.938026  0.314
H -0.909467 1.806993 -0.782608  0.357
H -0.089839 0.625429 -1.827421  0.414
H 1.942223 1.360455 -0.865499  0.328
H 1.090638 2.201269 0.448171  0.317
H 2.231093 -0.031530 1.384279  0.460
H -0.372268 0.844772 1.990551  0.278
H -0.205432 -0.975457 2.011496  0.347

Cartesian forces (eV/Å) of the 6 atoms listed first:
0.006 0.320 0.656
1.104 1.147 2.129
-0.383 -0.679 0.278
-0.003 0.026 -0.028
-0.463 -1.206 -1.284
2.688 -0.280 1.158

---

# 3
C6H10N2 as an isolated structure at a distorted geometry. Source: the Open Molecules 2025 dataset; level of theory: ωB97M-V/def2-TZVPD.

Its spin multiplicity is 1. The value obtained for the energy above the lowest of the compared OMol25 structures with the same formula, charge and spin is 217.8 kcal per mole. The calculation puts the frontier orbital gap at 0.178 Eh.

Each line ends with the Mulliken charge.
Positions of all 18 atoms, in Å:
C -2.307624 -0.359140 0.330992  -1.104
C -1.257860 -1.161215 -0.426078  -0.510
C -0.088309 -0.215556 -0.868289  -0.491
C 0.629578 0.155020 0.355743  0.033
C 2.157385 1.299989 -0.655634  0.009
N 2.463671 0.564832 -1.603546  -0.398
C 2.132322 0.229396 0.224794  -0.427
N 0.096469 0.800546 1.488270  -0.557
H -3.228972 -0.412368 -0.171981  0.316
H -0.793790 0.495210 1.007212  0.586
H -2.416287 -0.431573 1.417578  0.208
H -1.737186 -1.609022 -1.302266  0.363
H -0.730579 -1.908261 0.213434  0.271
H 0.595514 -0.784398 -1.503785  0.421
H -0.482273 0.641285 -1.449235  0.255
H 2.092901 2.391267 -0.464272  0.353
H 2.796751 0.147628 1.100540  0.342
H 0.078291 0.156357 2.306530  0.331

Cartesian forces (eV/Å) of the 6 atoms listed first:
1.749 -0.820 0.362
-0.925 0.225 2.156
0.027 0.406 -0.548
3.411 0.625 -0.102
1.646 4.305 -1.082
0.252 -1.215 2.172

---

# 4
A 2-piece molecular cluster, C6H10N2 overall at a distorted geometry. Source: the Open Molecules 2025 dataset; level of theory: ωB97M-V/def2-TZVPD.

Its spin multiplicity is 1. The SMILES is c1ccncc1.CN. The value obtained for the energy above the lowest of the compared OMol25 structures with the same formula, charge and spin is 62.3 kcal per mole. The calculation puts the frontier orbital gap at 0.371 Eh.

Each line ends with the Mulliken charge.
Positions of all 18 atoms, in Å:
C 0.635711 -1.401966 0.650522  -0.089
C 0.074738 -2.024419 -0.338312  -0.683
C 0.207750 -1.543507 -1.680454  0.166
N 1.123657 -0.799578 -2.008858  -0.520
C 1.824506 -0.243668 -1.000760  -0.415
C 1.635415 -0.466701 0.359315  -0.210
H 0.580538 -1.434647 1.753445  0.335
H -0.603156 -2.759605 -0.207376  0.434
H -0.559897 -1.970312 -2.444782  0.253
H 2.448350 0.564158 -1.275506  0.402
H 2.357560 -0.286835 1.219590  0.311
C -1.554383 1.508322 1.122397  -0.937
N -1.099063 1.722740 -0.204004  -0.517
H -0.707587 1.375873 1.825091  0.270
H -2.079890 2.331246 1.602966  0.367
H -2.138937 0.627498 1.174984  0.313
H -1.842901 2.343309 -0.640358  0.268
H -0.302411 2.458092 0.092101  0.253

Cartesian forces (eV/Å) of the 6 atoms listed first:
3.061 2.244 4.022
-1.814 0.421 -3.234
-4.535 -5.356 1.201
3.146 4.341 -1.465
0.594 0.832 1.364
0.993 -0.725 -0.701